C30H79N5O12 | wB97M-V/def2-TZVPD

Geometry (Å):
C1 2.109 7.952 0.212
O1 2.355 6.659 -0.287
C2 2.309 5.704 0.738
C3 2.659 4.298 0.227
N1 1.598 3.709 -0.553
C4 2.120 2.514 -1.261
C5 1.045 1.960 -2.210
O2 0.957 2.809 -3.337
C6 -0.234 2.568 -4.067
H1 1.152 8.047 0.738
H2 2.145 8.647 -0.623
H3 2.880 8.214 0.948
H4 1.271 5.637 1.101
H5 2.907 5.929 1.629
H6 2.949 3.688 1.085
H7 3.589 4.454 -0.349
H8 1.452 4.312 -1.364
H9 2.512 1.743 -0.597
H10 2.975 2.823 -1.883
H11 0.160 1.841 -1.581
H12 1.392 0.996 -2.599
H13 -0.237 1.581 -4.532
H14 -0.308 3.374 -4.799
H15 -1.107 2.733 -3.425
C7 -0.412 -6.496 -1.032
O3 -0.129 -5.271 -1.676
C8 0.735 -4.408 -0.957
C9 0.198 -3.992 0.393
N2 -1.014 -3.160 0.170
C10 -1.698 -2.832 1.418
C11 -3.100 -2.357 1.083
O4 -3.796 -3.440 0.489
C12 -5.109 -3.131 0.132
H16 -1.012 -6.269 -0.136
H17 0.480 -6.989 -0.634
H18 -1.033 -7.157 -1.626
H19 0.877 -3.594 -1.669
H20 1.763 -4.797 -0.908
H21 0.847 -3.234 0.841
H22 0.035 -4.815 1.092
H23 -1.660 -3.726 -0.382
H24 -1.203 -1.974 1.882
H25 -1.738 -3.643 2.152
H26 -3.010 -1.516 0.384
H27 -3.701 -2.047 1.946
H28 -5.636 -2.668 0.977
H29 -5.695 -3.991 -0.180
H30 -5.176 -2.397 -0.679
C13 0.630 -4.139 4.729
O5 0.928 -3.304 3.651
C14 1.477 -2.068 4.015
C15 2.055 -1.361 2.796
N3 3.065 -2.169 2.074
C16 4.404 -1.853 2.634
C17 5.358 -3.019 2.423
O6 5.023 -4.046 3.338
C18 6.113 -4.771 3.856
H31 1.502 -4.339 5.364
H32 0.108 -5.030 4.395
H33 -0.065 -3.647 5.432
H34 2.250 -2.224 4.782
H35 0.703 -1.432 4.468
H36 2.431 -0.382 3.088
H37 1.241 -1.168 2.091
H38 2.946 -3.144 2.343
H39 4.337 -1.651 3.709
H40 4.843 -0.941 2.221
H41 6.377 -2.681 2.632
H42 5.316 -3.301 1.366
H43 5.713 -5.260 4.748
H44 6.970 -4.173 4.179
H45 6.416 -5.553 3.151
C19 -0.482 -1.857 -3.716
O7 -1.205 -1.912 -4.931
C20 -0.382 -1.803 -6.060
C21 -1.203 -2.150 -7.285
N4 -2.082 -1.055 -7.654
C22 -2.895 -1.420 -8.817
C23 -3.840 -0.314 -9.263
O8 -4.282 -0.653 -10.554
C24 -5.492 -0.034 -10.914
H46 0.272 -2.645 -3.708
H47 -1.168 -1.863 -2.871
H48 -0.019 -0.867 -3.601
H49 0.456 -2.516 -6.023
H50 0.083 -0.817 -6.178
H51 -1.674 -3.132 -7.136
H52 -0.521 -2.330 -8.123
H53 -2.716 -0.830 -6.892
H54 -3.477 -2.344 -8.716
H55 -2.194 -1.575 -9.641
H56 -3.324 0.653 -9.260
H57 -4.642 -0.215 -8.519
H58 -5.727 -0.322 -11.936
H59 -5.433 1.060 -10.866
H60 -6.299 -0.341 -10.238
C25 -1.936 5.824 9.081
O9 -1.559 5.832 7.726
C26 -0.600 4.855 7.396
C27 -0.527 4.747 5.886
N5 -1.814 4.447 5.318
C28 -1.902 4.381 3.869
C29 -1.119 3.172 3.331
O10 -1.638 2.871 2.044
C30 -1.193 1.606 1.586
H61 -2.783 6.492 9.234
H62 -1.125 6.228 9.696
H63 -2.264 4.829 9.392
H64 -0.831 3.896 7.878
H65 0.385 5.113 7.808
H66 0.155 3.925 5.650
H67 -0.046 5.657 5.497
H68 -2.572 5.006 5.679
H69 -1.579 5.273 3.320
H70 -2.944 4.189 3.611
H71 -1.262 2.300 3.974
H72 -0.061 3.448 3.241
H73 -1.153 0.828 2.353
H74 -0.196 1.749 1.150
H75 -1.818 1.298 0.750
O11 -0.047 -0.575 -0.527
H76 -0.222 -1.540 -0.408
H77 0.922 -0.485 -0.451
O12 2.806 -0.884 -0.554
H78 3.641 -0.418 -0.666
H79 2.929 -1.417 0.263

Force components x, y, z for each atom (eV/Å):
C 0.291 0.080 0.269
O 0.281 0.008 0.020
C -1.255 -1.335 0.449
C 0.818 1.583 0.069
N 0.537 -0.843 -0.815
C -0.165 0.308 -0.770
C 1.691 -0.355 0.588
O -0.729 0.305 0.382
C 0.015 1.042 0.229
H -0.162 -0.194 -0.209
H -0.023 0.014 -0.006
H 0.070 0.138 -0.102
H -0.025 0.099 0.111
H 0.408 0.396 -0.307
H -0.343 -0.211 -0.007
H -0.001 -0.289 -0.121
H -0.407 0.411 0.469
H -0.436 0.014 0.306
H 0.096 -0.107 -0.038
H -0.508 0.071 -0.602
H -0.275 -0.309 0.381
H -0.113 -0.032 -0.026
H 0.204 -0.329 -0.324
H -0.026 -0.490 0.085
C -0.386 0.691 1.490
O -0.042 -0.605 -0.380
C 0.591 -0.178 -0.680
C -0.380 1.982 -0.437
N -0.251 -1.462 0.151
C -0.498 0.767 -0.055
C -0.252 -0.294 -0.177
O 0.245 -0.605 -0.356
C -0.706 0.943 0.104
H -0.083 -0.233 -0.035
H 0.184 -0.157 -0.446
H 0.308 0.126 -0.514
H -0.361 0.539 0.486
H -0.186 -0.564 0.435
H 0.675 -0.693 0.182
H 0.085 -0.050 -0.002
H -0.004 0.233 -0.047
H 0.224 -0.121 0.118
H 0.083 -0.184 -0.081
H -0.155 0.031 -0.045
H 0.408 0.222 0.231
H -0.047 -0.087 0.120
H 0.443 -0.380 0.086
H 0.277 0.019 -0.125
C -0.589 0.631 1.270
O 0.108 -0.295 -0.859
C 0.188 0.445 0.472
C -0.904 -0.773 -0.571
N 1.021 0.722 0.937
C 0.119 -0.248 0.078
C 0.224 0.761 0.369
O -0.060 0.408 -0.307
C -0.551 -0.802 0.282
H 0.202 -0.384 -0.406
H 0.392 -0.154 -0.258
H -0.083 0.103 -0.230
H 0.093 0.004 -0.049
H 0.012 0.031 0.004
H 0.285 -0.044 -0.020
H -0.151 0.062 0.076
H -0.527 0.007 -0.233
H 0.025 -0.178 0.103
H -0.252 -0.022 -0.439
H 0.054 0.064 -0.060
H -0.037 -0.482 0.044
H 0.180 -0.095 -0.083
H -0.097 0.264 -0.302
H 0.268 0.123 0.043
C -0.098 1.059 -0.173
O -0.226 0.058 0.258
C 0.310 -0.623 -0.557
C 0.595 0.193 -0.071
N -0.963 -0.330 -0.337
C 0.508 0.463 -0.460
C 0.556 -0.002 0.591
O -0.289 -0.018 0.009
C -0.089 0.190 0.175
H 0.002 -0.064 0.341
H -0.108 -0.661 -0.114
H 0.413 -0.161 -0.183
H -0.074 -0.094 0.289
H -0.247 0.186 0.171
H -0.386 0.158 0.226
H 0.070 0.259 0.000
H 0.224 -0.121 0.220
H 0.037 -0.100 0.227
H -0.052 -0.128 -0.065
H 0.118 0.023 -0.134
H -0.375 -0.120 -0.277
H -0.012 -0.074 0.023
H 0.139 0.009 -0.031
H -0.060 -0.077 -0.091
C -0.054 0.347 0.049
O -0.361 0.074 -0.153
C 0.281 -0.103 0.264
C 0.227 -0.071 0.203
N -0.423 -0.150 -0.325
C 0.128 -0.982 0.011
C -0.449 0.696 -0.618
O -0.279 -0.450 0.585
C 0.628 0.723 -0.973
H -0.012 0.055 -0.336
H 0.090 -0.377 0.225
H 0.279 -0.094 0.164
H -0.403 -0.090 -0.257
H 0.070 0.259 -0.133
H 0.055 0.003 0.020
H -0.173 0.165 -0.113
H 0.306 0.254 0.278
H 0.079 0.193 0.168
H -0.047 0.119 0.000
H 0.148 0.085 0.288
H 0.179 -0.344 0.114
H -0.185 0.082 0.154
H 0.133 -0.326 0.159
H -0.171 -0.062 0.172
O 0.407 -0.399 0.287
H -0.254 0.500 -0.106
H -0.360 -0.021 -0.235
O 0.225 -0.132 0.281
H -0.094 0.014 -0.094
H 0.001 -0.059 -0.029

The value obtained for the HOMO-LUMO gap is 8.95 eV. The energy above the lowest of the compared OMol25 structures with the same formula, charge and spin is 1.281 eV. The net charge is 0. Its structure (SMILES) is COCCNCCOC.COCCNCCOC.COCCNCCOC.COCCNCCOC.COCCNCCOC.O.O. The total energy is -64405.0237 eV.